[1]
Computed, not measured: an isolated ion of composition C6H16N2P and charge +1 at a distorted geometry, with the ωB97M-V functional and the def2-TZVPD basis.

Geometry as ORCA input:
```
! RIJCOSX wB97M-V def2-TZVPD def2/J DEFGRID3
* xyz 1 1
C -1.87984 0.29065 2.22825
N -1.95253 0.19643 0.82687
P -0.79786 0.34200 -0.19261
C -1.58287 -0.12664 -1.79067
C -0.08815 2.11872 -0.30335
C 1.21833 -0.51972 -0.65280
C 1.81136 -0.53837 -1.94495
N 1.72063 -1.08643 0.34909
C 1.12227 -1.30229 1.64553
H -1.16278 -0.40468 2.53430
H -1.76742 1.39091 2.56240
H -2.76954 -0.10836 2.67831
H -1.81112 -1.17912 -1.74984
H -0.78099 0.14113 -2.45276
H -2.32833 0.66558 -1.78889
H 0.28779 2.43187 0.59584
H -0.99976 2.78422 -0.56882
H 0.73254 2.17588 -1.05199
H 2.81261 -1.02109 -2.02304
H 1.68178 0.42122 -2.39449
H 1.01879 -1.25054 -2.52670
H 2.75276 -1.42594 0.41180
H 1.26644 -2.35897 1.77653
H 0.07311 -1.11360 1.43579
H 1.42275 -0.52286 2.39621
*
```

Output
E_HOMO: -12.53 eV
HOMO-LUMO gap: 8.99 eV
SMILES string: CN=P(C)(C)/C(C)=[NH+]\C
E_LUMO: -3.54 eV

***

[2]
Computed, not measured: a 3-piece molecular cluster, C6H14N2O overall at a distorted geometry, with the ωB97M-V functional and the def2-TZVPD basis.

Geometry as ORCA input:
```
! RIJCOSX wB97M-V def2-TZVPD def2/J DEFGRID3
* xyz 0 1
H -0.52449 1.58356 -1.68592
N -1.41945 1.70749 -1.20856
C -1.85807 0.63005 -0.71851
C -3.07986 0.64277 0.14877
C -1.26729 -0.74442 -0.97646
O -0.21953 -0.74287 -1.92918
H -3.43451 1.66283 0.27007
H -3.87493 0.03792 -0.28982
H -2.84038 0.22004 1.12509
H -0.83005 -1.10540 -0.04175
H -2.06256 -1.45003 -1.25431
H -0.57910 -0.48855 -2.78709
C 2.29465 1.32016 1.24957
C 1.53077 0.23473 1.41139
N 0.40768 -0.25095 1.71205
H 3.23292 1.25153 0.72966
H 1.92468 2.31364 1.44007
H 0.01701 -0.01940 2.61887
C 2.46944 -1.34435 -0.00670
H 3.46888 -1.06599 -0.33421
H 2.30742 -2.41130 0.09024
H 1.75166 -0.98255 -0.73314
H 2.58512 -0.99889 1.16988
*
```

Output
E_HOMO: -8.33 eV
HOMO-LUMO gap: 9.03 eV
SMILES string: [H]/N=C(/C)CO.C=C=N.C
E_LUMO: 0.70 eV

***

[3]
Computed, not measured: C54H42GeIIrO5P2 as an isolated structure at a distorted geometry, with the ωB97M-V functional and the def2-TZVPD basis.

Geometry as ORCA input:
```
! RIJCOSX wB97M-V def2-TZVPD def2/J DEFGRID3
* xyz -2 5
Ir -0.00130 0.45444 0.17923
I 3.80250 -0.88866 -3.25930
C 2.54552 -2.26217 -4.23803
C 3.14189 -3.50297 -4.48496
C 2.49389 -4.41771 -5.29825
C 1.30439 -4.06056 -5.90870
C 0.70375 -2.80171 -5.68340
C -0.43274 -2.40655 -6.41692
C -1.00078 -1.14476 -6.21939
C -0.54335 -0.33401 -5.20853
C 0.53059 -0.71295 -4.36255
P 0.64661 0.11619 -2.73488
C 1.39793 1.76602 -3.10441
C 1.70708 2.63305 -2.05870
C 2.26797 3.87850 -2.29965
C 2.54650 4.27182 -3.60106
C 2.26510 3.40747 -4.65012
C 1.69733 2.16535 -4.40449
C -1.13166 0.60411 -2.61882
C -1.63065 1.88514 -2.84465
C -2.99382 2.11696 -2.88534
C -3.88385 1.06445 -2.73780
C -3.40237 -0.21647 -2.51349
C -2.03620 -0.44380 -2.42154
C 1.27731 -1.89467 -4.70942
H 4.11148 -3.72792 -4.06431
H 2.93962 -5.38860 -5.48202
H 0.81020 -4.74341 -6.59062
H -0.82455 -3.08271 -7.16833
H -1.82952 -0.81397 -6.83580
H -1.05257 0.60614 -5.03196
H 1.51753 2.32208 -1.03287
H 2.49503 4.53228 -1.46724
H 2.98449 5.24322 -3.79592
H 2.49229 3.69974 -5.66821
H 1.49129 1.49054 -5.22567
H -0.94339 2.70998 -2.98697
H -3.36213 3.12522 -3.02121
H -4.95094 1.24529 -2.78279
H -4.09386 -1.04451 -2.41647
H -1.66051 -1.45309 -2.27955
O -2.24047 6.11654 2.62463
C -1.69343 5.13526 2.16628
C -2.13934 4.33590 0.94741
O -3.03416 4.62351 0.17886
C -1.22850 3.14240 0.87325
C -0.24402 3.30459 1.85814
O 0.79307 2.48639 2.13141
C -0.45041 4.44598 2.70887
O 0.19577 4.81062 3.67994
O -1.36745 2.21970 0.04703
C 4.83953 -1.67674 2.14029
P 4.15957 -0.83139 0.62880
C 2.65218 -1.86466 0.44410
C 3.58126 0.66451 1.48916
C 4.50743 1.66541 1.60838
C 4.43686 2.61966 2.63899
C 3.47455 2.45716 3.66601
C 2.50432 1.52020 3.55750
C 2.31248 0.73469 2.29319
H 5.76903 -1.19837 2.44690
H 5.04410 -2.72176 1.89870
H 4.12863 -1.63694 2.96958
H 2.29396 -2.25872 1.39884
H 2.86661 -2.69342 -0.23064
H 1.84804 -1.27519 -0.01677
H 5.37173 1.65546 0.95163
H 5.18001 3.40247 2.70828
H 3.50607 3.09887 4.53715
H 1.74837 1.42063 4.32588
H 1.98973 -0.28163 2.52421
C 1.12300 1.33043 1.46980
Ge -1.23495 -0.82217 1.86790
C -1.86894 -2.67043 1.43142
C -2.89101 -2.93115 0.52003
C -3.30185 -4.22571 0.23196
C -2.67927 -5.30561 0.83950
C -1.64286 -5.07353 1.73150
C -1.24950 -3.77422 2.02092
C -0.66000 -1.23997 3.74926
C 0.63139 -1.60628 4.12562
C 0.94659 -1.96845 5.43064
C -0.04087 -1.98858 6.40154
C -1.34304 -1.66433 6.04594
C -1.64275 -1.30080 4.74153
C -2.79407 0.36632 2.27362
C -2.62030 1.35564 3.24706
C -3.56695 2.34584 3.46608
C -4.72851 2.37343 2.70716
C -4.92085 1.40772 1.73245
C -3.96176 0.42612 1.51897
H -3.37147 -2.11404 0.00626
H -4.10419 -4.39060 -0.47764
H -2.99309 -6.31796 0.61334
H -1.13662 -5.90760 2.20408
H -0.44634 -3.61957 2.73247
H 1.42249 -1.64431 3.38724
H 1.96615 -2.23366 5.68245
H 0.19726 -2.26251 7.42205
H -2.13147 -1.69421 6.78866
H -2.66824 -1.06028 4.48918
H -1.70863 1.37168 3.83656
H -3.38668 3.11044 4.21266
H -5.46302 3.15423 2.85962
H -5.80698 1.43588 1.10878
H -4.12431 -0.27971 0.72049
*
```

Output
E_HOMO (alpha / beta): 0.12 / -2.41 eV
HOMO-LUMO gap (alpha / beta): 3.86 / 5.93 eV
E_LUMO (alpha / beta): 3.98 / 3.52 eV

***

[4]
Computed, not measured: a 2-piece molecular cluster, C5H11N2O overall at a distorted geometry, with the ωB97M-V functional and the def2-TZVPD basis.

Geometry as ORCA input:
```
! RIJCOSX wB97M-V def2-TZVPD def2/J DEFGRID3
* xyz 1 1
O -0.48495 3.73594 0.57177
C -0.78133 3.01370 1.53818
C -0.67004 1.52344 1.33922
C -0.44977 1.18287 -0.11843
C -0.45486 -0.36713 -0.20539
C 0.62961 -1.04211 0.03141
N 2.35762 -3.11577 -1.14744
N -1.82405 -0.91076 -0.58052
H -1.11225 3.44555 2.55008
H -1.50775 0.97643 1.82144
H 0.26632 1.20513 1.85595
H 0.50898 1.52206 -0.54151
H -1.26632 1.40689 -0.76779
H 1.60629 -0.88499 -0.47469
H 3.25455 -2.63888 -1.37797
H 2.04310 -3.31589 -2.05245
H 1.74346 -2.82039 -0.39830
H -1.74464 -1.93772 -0.34930
H -2.11397 -0.97838 -1.69427
*
```

Output
E_HOMO: -13.64 eV
HOMO-LUMO gap: 5.93 eV
E_LUMO: -7.71 eV

***

For the records above, the corresponding ΔE to the lowest compared entry with this formula, charge and spin values read 135.7, 494.6, 0.0, 742.1 kJ/mol.